{
  "formula": "C52H44GeN3O5RuS4",
  "method": "ωB97M-V/def2-TZVPD",
  "total_energy_ha": -6312.86242,
  "e_above_lowest_ev": 3.027,
  "multiplicity": 2,
  "species": ["Ru", "Ge", "S", "S", "S", "S", "O", "O", "O", "O", "O", "N", "N", "N", "C", "C", "C", "C", "C", "C", "C", "C", "C", "C", "C", "C", "C", "C", "C", "C", "C", "C", "C", "C", "C", "C", "C", "C", "C", "C", "C", "C", "C", "C", "C", "C", "C", "C", "C", "C", "C", "C", "C", "C", "C", "C", "C", "C", "C", "C", "C", "C", "C", "C", "C", "C", "H", "H", "H", "H", "H", "H", "H", "H", "H", "H", "H", "H", "H", "H", "H", "H", "H", "H", "H", "H", "H", "H", "H", "H", "H", "H", "H", "H", "H", "H", "H", "H", "H", "H", "H", "H", "H", "H", "H", "H", "H", "H", "H", "H"],
  "coordinates": [[0.68, -0.11, 0.26], [-0.28, -1.36, -1.63], [-0.82, 1.90, 7.12], [-4.18, 3.27, 2.11], [-2.18, -0.22, 1.24], [6.17, -4.66, 0.24], [-3.78, 4.43, 2.83], [3.98, -0.29, -2.68], [-5.00, 3.45, 0.93], [2.47, -0.26, -1.06], [-1.32, 1.21, -0.79], [2.02, -1.68, 1.15], [0.91, 0.43, 2.53], [-2.88, 2.33, 1.66], [4.84, -3.64, -0.22], [-6.00, 2.08, 4.00], [0.26, 1.33, 3.26], [0.54, -3.06, -2.24], [1.32, 0.62, 5.28], [0.37, 1.41, 4.66], [-4.52, -1.35, -3.88], [0.01, -4.32, -1.91], [-2.38, 0.45, -0.40], [-0.52, 2.27, 5.45], [-4.92, 2.03, 3.16], [3.17, -1.02, 5.09], [2.13, 2.57, -1.83], [2.47, -1.38, 2.39], [-3.51, -0.45, -4.22], [-3.09, -2.28, -2.19], [-4.51, -0.29, 3.66], [-3.07, 1.10, 2.04], [5.80, -4.23, -2.25], [2.10, -0.26, 4.52], [1.70, -5.40, -3.24], [3.91, -1.84, 4.32], [-2.07, -1.38, -2.51], [2.30, 0.46, -5.01], [4.00, -2.98, 0.76], [1.80, -0.39, 3.16], [-1.23, 3.37, 5.07], [2.07, 1.59, -4.05], [4.37, -2.83, 2.08], [2.39, 1.49, -2.69], [1.56, 3.73, -2.34], [-2.30, -0.47, -3.54], [-1.59, 2.46, -1.44], [-3.76, 0.69, -0.90], [6.62, -4.90, -1.39], [2.23, -4.17, -3.57], [0.56, 5.10, -4.18], [-4.17, 0.87, 2.97], [-4.30, -2.26, -2.86], [-5.59, -0.25, 4.52], [2.75, -2.46, 0.38], [2.42, 2.50, -0.35], [1.22, 3.84, -3.68], [4.79, -3.51, -1.58], [1.48, 2.77, -4.52], [-6.33, 0.92, 4.70], [3.59, -2.03, 2.94], [1.66, -3.01, -3.06], [0.59, -5.48, -2.41], [3.01, 0.22, -2.12], [-1.90, 3.22, 7.28], [-2.02, 3.91, 6.12], [5.93, -4.24, -3.32], [-2.94, -3.00, -1.39], [-0.85, -4.39, -1.26], [3.39, -0.88, 6.14], [2.33, -2.70, -0.59], [-0.43, 5.21, -3.73], [2.48, 3.51, 0.07], [-5.08, -2.97, -2.61], [1.39, 4.57, -1.68], [1.47, -0.25, -4.96], [3.09, -4.10, -4.23], [2.34, 0.84, -6.04], [-4.15, 1.67, -0.60], [-7.17, 0.93, 5.38], [0.16, -6.44, -2.17], [-1.52, 0.22, -3.82], [-2.37, 3.41, 8.23], [-4.42, -0.08, -0.52], [7.47, -5.53, -1.62], [-5.87, -1.13, 5.08], [5.28, -3.29, 2.46], [0.33, -0.36, -2.67], [1.59, 1.97, 0.16], [-2.09, 2.30, -2.40], [4.77, -2.37, 4.73], [-6.56, 3.00, 4.13], [-3.93, -1.19, 3.51], [-3.77, 0.65, -1.99], [2.10, -2.04, -3.30], [3.21, -0.07, -4.78], [-3.66, 0.25, -5.03], [2.15, -6.31, -3.63], [3.34, 1.96, -0.14], [-5.47, -1.33, -4.41], [1.23, 2.84, -5.57], [4.08, -2.86, -2.08], [0.44, 5.09, -5.26], [1.15, 5.98, -3.91], [-0.61, 2.91, -1.62], [-0.35, 2.03, 2.72], [1.49, 0.70, 6.34], [-1.19, 3.81, 4.09], [-2.63, 4.80, 6.00], [-2.19, 3.10, -0.80]],
  "mulliken_charge": [0.679, 1.681, -0.179, 1.111, -0.273, -0.243, -0.660, -0.706, -0.670, -0.068, 0.367, -0.619, 0.305, -0.255, 0.426, -0.772, -1.086, 0.100, -0.798, 0.465, -0.509, -0.529, 0.200, 0.428, 0.288, -1.230, 0.652, -0.051, -0.545, -0.414, -0.687, 0.583, -1.211, 0.931, -0.831, -1.017, 0.679, -1.724, 0.831, -0.241, -0.515, 0.741, -1.124, 0.989, -0.883, -0.487, -0.473, -1.293, -0.316, -0.394, -1.432, 0.620, -0.762, -0.752, 0.145, -1.429, 1.137, -0.074, -1.038, -0.515, 0.770, -0.244, -0.782, -0.363, -0.423, -0.656, 0.415, 0.289, 0.278, 0.427, 0.222, 0.274, 0.552, 0.409, 0.296, 0.230, 0.533, 0.514, 0.281, 0.436, 0.420, 0.311, 0.442, 0.433, 0.445, 0.422, 0.455, -0.563, -0.189, 0.335, 0.442, 0.496, 0.548, 0.243, 0.239, 0.266, 0.426, 0.398, 0.365, 0.397, 0.351, 0.600, 0.376, 0.340, -0.350, 0.671, 0.499, 0.538, 0.445, 0.183]
}

***

{
  "formula": "C52H44IN7O2P2SSr",
  "method": "ωB97M-V/def2-TZVPD",
  "total_energy_ha": -3951.15900,
  "e_above_lowest_ev": 0.000,
  "total_charge": -2,
  "multiplicity": 1,
  "species": ["I", "Sr", "S", "P", "P", "O", "O", "N", "N", "N", "N", "N", "N", "N", "C", "C", "C", "C", "C", "C", "C", "C", "C", "C", "C", "C", "C", "C", "C", "C", "C", "C", "C", "C", "C", "C", "C", "C", "C", "C", "C", "C", "C", "C", "C", "C", "C", "C", "C", "C", "C", "C", "C", "C", "C", "C", "C", "C", "C", "C", "C", "C", "C", "C", "C", "C", "H", "H", "H", "H", "H", "H", "H", "H", "H", "H", "H", "H", "H", "H", "H", "H", "H", "H", "H", "H", "H", "H", "H", "H", "H", "H", "H", "H", "H", "H", "H", "H", "H", "H", "H", "H", "H", "H", "H", "H", "H", "H", "H", "H"],
  "coordinates": [[0.37, 2.14, -1.77], [-2.49, -0.27, -0.21], [-3.44, -2.50, 1.68], [3.84, 3.23, 4.14], [1.23, 1.41, 3.95], [-3.72, -3.58, 2.60], [-2.23, -1.75, 2.00], [-0.29, -1.51, -10.91], [-3.25, 0.17, -2.62], [-4.56, -1.43, 1.43], [-0.87, -1.58, -2.01], [-6.46, -0.77, 0.33], [-6.16, -3.08, 0.84], [-2.32, -5.62, -3.31], [1.42, 0.19, 1.42], [-4.58, 1.29, -4.09], [-2.62, -4.86, -2.18], [-3.40, -3.72, -2.27], [-2.85, -0.13, -3.91], [-2.10, -5.22, -0.92], [5.19, 3.34, 5.40], [0.06, -2.62, -3.83], [5.76, 1.36, 3.13], [-2.37, -4.45, 0.18], [4.70, 2.23, 2.87], [7.28, 3.73, 7.24], [3.66, -1.31, 2.05], [-7.30, -3.34, 0.23], [4.19, 2.30, 1.57], [7.39, 4.19, 5.93], [-3.15, -3.28, 0.09], [-1.95, -1.97, -7.87], [6.29, 0.58, 2.11], [0.89, 4.64, 1.35], [3.11, -0.45, 2.99], [0.02, -2.47, -1.61], [6.12, 3.07, 7.62], [-8.09, -2.37, -0.36], [-0.89, -1.64, -3.39], [-3.67, 0.58, -4.84], [-2.25, -1.85, -6.52], [-0.17, 5.16, 3.43], [-5.75, -1.79, 0.86], [-4.27, 1.01, -2.74], [0.85, 2.99, 3.11], [5.08, 2.88, 6.71], [5.76, 0.64, 0.83], [0.21, 5.54, 2.15], [2.00, -0.64, 0.46], [-0.37, -0.39, -6.21], [1.22, 3.38, 1.83], [-1.76, -0.94, -4.23], [2.72, 1.99, 4.92], [-3.02, 2.13, 0.73], [0.13, 3.89, 3.90], [-0.06, -0.49, -7.56], [3.11, -1.40, 0.78], [6.36, 4.00, 5.03], [4.70, 1.50, 0.56], [-0.85, -1.29, -8.39], [0.63, -3.15, -2.70], [-3.65, -2.93, -1.14], [-1.46, -1.07, -5.69], [-0.54, -1.41, -9.79], [2.00, 0.33, 2.68], [-7.60, -1.08, -0.26], [0.78, 0.04, -7.97], [0.23, -2.61, -0.56], [2.28, 2.48, 5.80], [-0.74, 5.84, 4.06], [3.26, 1.11, 5.29], [1.56, -0.66, -0.53], [-2.95, -5.50, -4.08], [6.16, 0.01, 0.05], [-4.25, -2.04, -1.33], [8.08, 3.87, 7.94], [-3.43, 2.77, -0.07], [-9.02, -2.61, -0.86], [-0.07, 6.51, 1.77], [1.39, -3.92, -2.64], [4.54, -1.89, 2.31], [1.15, 4.88, 0.32], [4.19, 2.36, 7.04], [8.30, 4.70, 5.61], [3.36, 2.97, 1.36], [0.53, 0.74, 1.13], [-3.78, -3.39, -3.23], [-3.57, 0.57, -5.91], [6.16, 1.29, 4.13], [3.59, -0.37, 3.96], [-4.75, 1.42, -1.85], [3.55, -2.05, 0.03], [-8.15, -0.24, -0.69], [6.01, 2.71, 8.64], [-5.36, 1.95, -4.45], [-3.10, -2.37, -6.11], [0.23, 0.22, -5.55], [-1.99, -4.75, 1.15], [-2.56, -2.58, -8.52], [-2.14, 2.67, 1.08], [6.46, 4.37, 4.01], [-2.11, -6.59, -3.12], [4.26, 1.53, -0.43], [-0.21, 3.59, 4.88], [-3.76, 2.17, 1.55], [7.12, -0.09, 2.33], [-1.49, -6.10, -0.83], [0.27, -2.89, -4.85], [-7.59, -4.39, 0.22], [1.75, 2.72, 1.15]],
  "mulliken_charge": [-0.714, 1.345, 0.604, 0.023, -0.611, -0.730, -0.383, -0.616, 0.769, -0.253, 1.291, -0.473, -0.431, -0.570, -0.392, -1.346, 1.117, -1.386, -0.975, -0.837, 0.312, -0.501, 0.078, -1.271, -0.176, -0.399, -0.465, -0.189, -0.595, -0.622, 0.279, -0.856, -0.816, -0.838, -0.406, -0.814, -0.665, -0.542, -0.800, -0.686, 0.160, -0.657, 0.590, -0.798, 0.653, -0.222, -0.287, -0.522, -0.407, 0.287, 0.275, 1.538, -1.431, -1.140, -0.851, -0.835, -0.983, -0.295, -0.681, 0.673, -1.943, 0.740, -0.746, -0.010, 0.781, -0.127, 0.434, 0.891, 0.612, 0.372, 0.761, 0.568, 0.234, 0.398, 0.369, 0.362, 0.213, 0.383, 0.342, 0.450, 0.399, 0.405, 0.330, 0.364, 1.009, 0.623, 0.211, 0.510, 0.402, 0.140, 0.509, 0.457, 0.390, 0.363, 0.402, 0.485, 0.596, 0.445, 0.411, 0.119, 0.376, 0.215, 0.378, 0.398, 0.284, 0.369, 0.316, 0.545, 0.381, 0.555]
}